The following is a quantum chemistry calculation of a molecular structure, C25H27AsN2O3S2SbSe4Tc, from the Open Molecules 2025 dataset.

The spin multiplicity is 2. For the highest occupied orbital energy (spin up / spin down), the calculation gives -4.58 / -4.58 eV. The HOMO-LUMO gap (spin up / spin down) is 5.762 / 5.945 eV. Its net charge is -1. The LUMO energy (spin up / spin down) is 1.18 / 1.36 eV. Its expectation value of S² is 0.80.

Structure (XYZ):
```
66
Properties=species:S:1:pos:R:3:lowdin_charge:R:1
Tc -0.64 -0.20 -0.30 0.61
Se -1.48 -5.67 0.21 -0.23
Sb -0.95 -3.62 1.37 -0.23
Se -2.27 -1.54 0.58 0.13
Se 0.57 -2.15 0.00 0.21
Se -0.58 -3.83 3.73 -0.16
S -1.92 1.78 -0.87 0.56
C -1.38 1.98 0.78 -1.06
N -0.94 0.92 1.42 -0.20
C -0.85 1.09 2.79 -0.29
C -0.53 0.10 3.71 -0.02
C -0.56 0.44 5.05 -0.06
C -0.90 1.74 5.47 -0.09
C -1.22 2.72 4.55 -0.10
C -1.20 2.38 3.20 -0.46
S -1.62 3.36 1.82 1.04
H -0.24 -0.89 3.40 0.05
H -0.31 -0.32 5.78 0.11
H -0.92 1.97 6.52 0.10
H -1.51 3.71 4.87 0.10
C -0.14 2.43 -3.71 -0.22
As 0.69 1.60 -2.16 0.95
C 0.95 3.13 -1.01 -0.23
C 2.44 1.38 -2.95 -0.19
O 0.08 -0.03 -2.16 -0.68
H 0.30 3.43 -3.81 0.04
H -1.22 2.52 -3.65 0.02
H 0.13 1.84 -4.58 0.04
H 1.88 3.57 -1.40 0.04
H 1.10 2.90 0.04 0.03
H 0.14 3.83 -1.15 0.03
H 2.73 2.35 -3.37 0.04
H 2.37 0.66 -3.76 0.05
H 3.19 1.07 -2.23 0.01
C 5.64 6.38 1.42 -0.06
C 5.36 5.23 2.35 -0.24
C 5.54 5.40 3.72 -0.07
C 5.24 4.37 4.60 -0.10
C 4.84 3.15 4.12 -0.03
C 4.69 2.94 2.74 -0.20
N 4.29 1.68 2.31 0.10
C 4.71 1.01 1.16 -0.21
C 6.00 1.17 0.66 -0.04
C 6.40 0.47 -0.47 -0.09
C 5.52 -0.40 -1.11 -0.09
C 4.22 -0.52 -0.64 -0.05
C 3.81 0.18 0.48 -0.07
C 2.36 0.23 0.90 -0.66
O 2.04 -0.04 2.05 0.03
O 1.56 0.63 -0.03 -0.28
C 4.88 4.01 1.85 -0.16
C 4.51 3.90 0.40 -0.03
H 6.20 7.16 1.93 0.07
H 4.71 6.82 1.05 0.08
H 6.22 6.06 0.55 0.08
H 5.88 6.36 4.10 0.10
H 5.35 4.52 5.67 0.10
H 4.64 2.32 4.79 0.11
H 3.64 1.16 2.90 0.13
H 6.68 1.84 1.16 0.12
H 7.41 0.60 -0.85 0.10
H 5.84 -0.94 -1.99 0.10
H 3.52 -1.18 -1.13 0.11
H 5.36 3.67 -0.24 0.09
H 4.08 4.84 0.05 0.07
H 3.77 3.12 0.25 0.07
```

***

The following is a quantum chemistry calculation of a molecular structure, C25H27BClN7O4S4Zr, from the Open Molecules 2025 dataset.

The spin multiplicity is 1. For the highest occupied orbital energy, the calculation gives -7.06 eV. The HOMO-LUMO gap is 6.403 eV. Its net charge is 0. The LUMO energy is -0.66 eV.

Structure (XYZ):
```
70
Properties=species:S:1:pos:R:3:lowdin_charge:R:1
Zr -0.55 -0.81 -1.04 1.41
C 0.45 3.40 -3.37 -0.38
S -1.36 3.43 -3.25 0.85
C -1.72 1.70 -3.23 -1.23
S -3.28 1.20 -2.98 0.56
N -0.70 0.93 -3.58 -0.09
N -0.60 -0.31 -3.18 -0.16
C 0.14 -1.13 -3.89 -0.10
C 0.35 -2.47 -3.44 -0.34
C 1.12 -3.36 -4.21 -0.02
C 1.28 -4.66 -3.78 -0.05
C 0.62 -5.06 -2.62 -0.04
C -0.12 -4.12 -1.91 -0.14
N -0.22 -2.84 -2.26 -0.08
H 0.79 4.42 -3.25 0.03
H 0.75 3.01 -4.34 0.03
H 0.84 2.77 -2.58 0.01
H 0.56 -0.81 -4.84 0.14
H 1.59 -3.00 -5.11 0.12
H 1.89 -5.35 -4.33 0.11
H 0.69 -6.07 -2.26 0.11
H -0.64 -4.41 -1.01 0.11
C -2.27 -0.23 3.31 -0.03
N -1.37 -1.35 3.15 -0.12
C -1.52 -2.60 3.68 -0.05
C -0.51 -3.36 3.17 -0.06
N 0.25 -2.59 2.34 0.00
B 1.34 -3.07 1.35 -0.46
N 2.46 -2.02 1.29 -0.04
C 3.26 -1.67 2.34 -0.06
C 4.11 -0.70 1.94 -0.04
N 3.84 -0.45 0.63 -0.12
C 4.48 0.51 -0.23 -0.04
C 2.81 -1.24 0.25 -0.74
S 2.16 -1.19 -1.32 0.72
C -0.29 -1.36 2.34 -0.68
S 0.28 -0.01 1.50 0.84
H -3.30 -0.58 3.29 0.10
H -2.10 0.46 2.48 0.06
H -2.07 0.30 4.24 0.10
H -2.31 -2.84 4.35 0.12
H -0.28 -4.39 3.33 0.12
H 1.80 -4.10 1.73 0.08
H 0.82 -3.12 0.26 0.05
H 3.15 -2.14 3.29 0.13
H 4.88 -0.17 2.47 0.12
H 5.21 1.07 0.34 0.09
H 3.72 1.18 -0.64 0.09
H 4.97 0.00 -1.06 0.09
O -1.79 0.72 -0.46 -0.27
C -0.85 1.58 -0.46 -0.73
O 0.24 1.25 -1.00 -0.22
C -1.03 2.85 0.26 -0.16
C 0.07 3.67 0.51 -0.01
C -0.04 4.79 1.32 0.03
C -1.28 5.05 1.86 -0.19
O -1.64 6.06 2.71 0.04
C -3.03 5.89 2.94 -0.15
O -3.48 4.74 2.25 0.04
C -2.39 4.25 1.59 -0.18
C -2.30 3.14 0.79 0.09
H 1.02 3.40 0.08 0.12
H 0.81 5.42 1.54 0.12
H -3.56 6.78 2.58 0.14
H -3.21 5.78 4.02 0.14
H -3.14 2.51 0.57 0.14
Cl -2.91 -1.91 -1.55 0.55
C -2.08 -2.04 0.06 -0.63
H -2.03 -3.12 0.28 0.01
H -2.79 -1.59 0.76 0.01
```

***

The following is a quantum chemistry calculation of a molecular structure, C25H27BCuF2N2O4S2, from the Open Molecules 2025 dataset.

The spin multiplicity is 1. For the highest occupied orbital energy, the calculation gives -4.22 eV. The HOMO-LUMO gap is 6.575 eV. Its net charge is -1. The LUMO energy is 2.35 eV.

Structure (XYZ):
```
64
Properties=species:S:1:pos:R:3:lowdin_charge:R:1
Cu -1.37 0.83 -0.53 0.34
C -0.64 -3.23 -1.65 0.00
C -1.44 -1.99 -1.24 -0.71
O -2.67 -2.06 -1.26 -0.02
O -0.73 -0.99 -0.86 -0.16
H -1.12 -3.71 -2.50 0.07
H -0.67 -3.95 -0.82 0.05
H 0.40 -3.00 -1.86 0.05
F -2.98 3.30 -0.14 0.05
B -1.87 2.73 -0.69 -0.66
F -1.17 3.70 -1.36 0.05
O 2.65 1.95 -0.07 -0.49
S 2.36 0.54 -0.46 0.98
C 3.93 -0.21 -0.92 -0.36
C 4.94 0.61 -1.40 -0.07
C 6.15 0.04 -1.75 -0.08
C 6.35 -1.33 -1.61 -0.10
C 5.33 -2.13 -1.12 -0.08
C 4.11 -1.57 -0.76 -0.08
C 1.65 0.61 -2.11 -0.37
C 1.13 1.82 -2.52 -0.09
C 0.49 1.90 -3.75 -0.07
C 0.36 0.77 -4.54 -0.08
C 0.88 -0.45 -4.11 -0.08
C 1.52 -0.53 -2.89 -0.09
H 4.76 1.67 -1.48 0.11
H 6.95 0.66 -2.13 0.10
H 7.30 -1.78 -1.89 0.10
H 5.48 -3.20 -0.99 0.10
H 3.32 -2.19 -0.34 0.08
H 1.21 2.68 -1.87 0.10
H 0.05 2.84 -4.06 0.11
H -0.16 0.82 -5.49 0.10
H 0.77 -1.34 -4.72 0.10
H 1.91 -1.48 -2.53 0.10
C -3.14 -1.80 4.72 -0.10
C -3.78 -2.11 3.37 -0.24
C -3.10 -1.41 2.21 -0.19
N -1.74 -1.91 2.03 0.03
C -0.64 -1.15 1.99 -0.84
S -0.58 0.47 2.30 0.71
N 0.55 -1.79 1.63 0.11
C 0.86 -3.12 1.50 -0.42
O 1.77 -3.48 0.77 0.07
C 0.13 -4.09 2.37 -0.16
C -0.17 -5.35 1.85 -0.02
C -0.81 -6.28 2.65 -0.08
C -1.14 -5.97 3.96 -0.09
C -0.82 -4.73 4.48 -0.08
C -0.19 -3.78 3.68 -0.04
H -3.62 -2.34 5.53 0.07
H -3.19 -0.73 4.93 0.08
H -2.08 -2.08 4.71 0.04
H -4.83 -1.81 3.38 0.11
H -3.77 -3.20 3.20 0.10
H -3.02 -0.34 2.40 0.08
H -3.63 -1.55 1.27 0.12
H -1.68 -2.81 1.56 0.14
H 1.18 -1.16 1.15 0.07
H 0.12 -5.58 0.83 0.11
H -1.06 -7.26 2.24 0.10
H -1.64 -6.70 4.58 0.10
H -1.06 -4.49 5.51 0.10
H 0.05 -2.80 4.08 0.12
```

***

The following is a quantum chemistry calculation of a molecular structure, C25H27BrGeLuN4O2, from the Open Molecules 2025 dataset.

The spin multiplicity is 1. For the highest occupied orbital energy, the calculation gives -17.65 eV. The HOMO-LUMO gap is 7.484 eV. Its net charge is +3. The LUMO energy is -10.16 eV.

Structure (XYZ):
```
61
Properties=species:S:1:pos:R:3:lowdin_charge:R:1
Lu -0.23 -0.51 0.19 1.73
Br -0.65 -3.33 -1.69 0.89
C -2.03 -1.96 -1.77 -0.66
C -3.18 -2.35 -2.46 -0.05
C -4.34 -1.54 -2.35 0.06
C -4.30 -0.38 -1.55 0.08
C -3.08 0.00 -0.93 -0.12
N -1.95 -0.79 -1.16 -0.10
C -3.03 1.00 0.18 -0.42
O -4.08 1.52 0.65 0.12
O -1.79 1.20 0.78 -0.31
H -3.20 -3.32 -3.00 0.14
H -5.26 -1.80 -2.90 0.15
H -5.19 0.22 -1.30 0.15
C 1.34 2.75 -3.23 -0.13
C 0.43 2.57 -2.00 -0.12
N 0.36 1.13 -1.57 -0.03
C 1.58 0.40 -1.60 -0.35
N 1.59 -0.72 -0.85 -0.16
C 2.67 -1.65 -0.84 -0.22
C 4.00 -0.95 -1.20 -0.12
C 3.78 -0.04 -2.40 -0.11
N 2.66 0.91 -2.20 0.01
C 2.70 2.21 -2.92 -0.11
H 1.45 3.81 -3.53 0.15
H 0.91 2.22 -4.08 0.13
H -0.59 2.90 -2.24 0.14
H 0.79 3.16 -1.18 0.12
H -0.37 0.63 -2.12 0.13
H 2.43 -2.44 -1.56 0.11
H 2.75 -2.11 0.15 0.13
H 4.75 -1.68 -1.51 0.14
H 4.36 -0.34 -0.36 0.13
H 3.61 -0.68 -3.30 0.16
H 4.67 0.54 -2.66 0.15
H 3.31 2.04 -3.82 0.14
H 3.32 2.90 -2.28 0.16
Ge -1.96 1.10 2.72 1.09
C -0.15 1.73 2.95 -0.30
C 0.42 1.60 4.23 -0.09
C 1.78 1.47 4.39 -0.03
C 2.62 1.51 3.26 -0.04
C 2.12 1.83 2.00 -0.07
C 0.73 1.91 1.83 -0.17
C -1.88 -0.85 2.71 -0.27
C -3.11 -1.55 2.67 -0.05
C -3.19 -2.85 2.14 0.00
C -2.05 -3.47 1.65 -0.06
C -0.78 -2.91 1.85 -0.12
C -0.67 -1.59 2.33 -0.26
H -3.04 1.79 3.51 0.04
H -0.22 1.56 5.11 0.13
H 2.20 1.34 5.40 0.14
H 3.71 1.31 3.39 0.13
H 2.81 1.86 1.14 0.11
H 0.34 2.28 0.89 0.07
H -4.03 -1.06 2.96 0.12
H -4.15 -3.33 2.06 0.13
H -2.13 -4.42 1.12 0.13
H 0.13 -3.48 1.57 0.13
H 0.31 -1.28 2.74 0.13
```

***

The following is a quantum chemistry calculation of a molecular structure, C25H27CaN5PSe3, from the Open Molecules 2025 dataset.

The spin multiplicity is 1. For the highest occupied orbital energy, the calculation gives -10.97 eV. The HOMO-LUMO gap is 7.311 eV. Its net charge is +1. The LUMO energy is -3.66 eV.

Structure (XYZ):
```
62
Properties=species:S:1:pos:R:3:lowdin_charge:R:1
Ca 0.05 -0.24 0.29 0.84
Se -0.50 2.42 0.94 0.23
P -0.35 2.64 -1.23 0.15
Se 0.01 0.79 -2.33 0.23
C 0.95 3.82 -1.66 -0.42
C 1.84 4.32 -0.72 -0.11
C 2.82 5.21 -1.11 -0.07
C 2.92 5.61 -2.44 -0.07
C 2.02 5.11 -3.38 -0.07
C 1.04 4.22 -3.00 -0.09
C -1.89 3.40 -1.82 -0.42
C -2.76 2.72 -2.66 -0.12
C -3.94 3.34 -3.06 -0.08
C -4.24 4.63 -2.63 -0.07
C -3.36 5.30 -1.79 -0.06
C -2.18 4.69 -1.38 -0.09
H 1.76 4.01 0.32 0.06
H 3.52 5.61 -0.38 0.11
H 3.68 6.31 -2.74 0.11
H 2.09 5.42 -4.41 0.11
H 0.35 3.82 -3.73 0.11
H -2.52 1.73 -3.01 0.06
H -4.62 2.82 -3.73 0.11
H -5.15 5.11 -2.94 0.11
H -3.59 6.30 -1.45 0.11
H -1.50 5.20 -0.73 0.11
C 5.25 -2.38 -1.51 -0.15
C 3.82 -2.57 -1.99 -0.17
N 2.93 -1.83 -1.10 0.08
C 3.14 -1.64 0.23 -0.38
N 2.16 -1.10 0.93 -0.11
C 2.38 -0.86 2.36 -0.25
C 3.85 -0.63 2.69 -0.16
C 4.63 -1.81 2.15 -0.14
N 4.34 -2.00 0.74 -0.03
C 5.32 -2.75 -0.04 -0.14
H 5.54 -1.34 -1.65 0.13
H 5.92 -3.01 -2.09 0.12
H 3.56 -3.63 -2.00 0.12
H 3.69 -2.18 -2.99 0.13
H 2.04 -1.54 -1.46 0.09
H 2.01 -1.70 2.95 0.12
H 1.80 0.02 2.66 0.10
H 3.99 -0.53 3.76 0.12
H 4.19 0.29 2.21 0.13
H 4.40 -2.71 2.72 0.13
H 5.70 -1.63 2.25 0.13
H 5.17 -3.82 0.09 0.13
H 6.31 -2.50 0.35 0.12
Se -1.94 -3.40 1.19 1.14
N -1.93 -1.72 0.57 -0.38
C -3.17 -1.40 0.25 -0.37
C -3.60 -0.15 -0.29 -0.02
C -4.92 0.01 -0.57 -0.04
C -5.88 -1.04 -0.35 -0.05
C -5.52 -2.24 0.16 -0.01
C -4.15 -2.46 0.48 -0.37
N -3.67 -3.58 0.97 -0.22
H -2.89 0.65 -0.45 0.07
H -5.26 0.95 -0.97 0.11
H -6.91 -0.84 -0.59 0.11
H -6.23 -3.03 0.34 0.12
```

***

The following is a quantum chemistry calculation of a molecular structure, C25H27Cl2NO3PtS2, from the Open Molecules 2025 dataset.

The spin multiplicity is 5. For the highest occupied orbital energy (spin up / spin down), the calculation gives -7.65 / -8.90 eV. The HOMO-LUMO gap (spin up / spin down) is 8.139 / 5.937 eV. Its net charge is 0. The LUMO energy (spin up / spin down) is 0.49 / -2.96 eV. Its expectation value of S² is 6.09.

Structure (XYZ):
```
61
Properties=species:S:1:pos:R:3:lowdin_charge:R:1
Pt -0.05 0.17 -0.37 0.83
Cl -1.97 -1.47 -2.46 0.78
C -3.26 -0.34 -2.47 -0.66
C -4.48 -0.79 -2.96 -0.11
C -5.55 0.08 -3.05 -0.05
C -5.42 1.41 -2.68 -0.11
C -4.21 1.86 -2.20 -0.68
Cl -4.10 3.52 -1.74 0.69
C -3.09 1.00 -2.06 -0.66
S -1.64 1.66 -1.41 0.77
H -4.57 -1.82 -3.27 0.11
H -6.50 -0.28 -3.43 0.12
H -6.25 2.09 -2.75 0.11
C 7.58 -0.16 -3.14 -0.05
C 6.10 -0.38 -2.99 -0.27
C 5.58 -1.04 -1.88 -0.04
C 4.21 -1.25 -1.74 -0.05
C 3.36 -0.78 -2.73 -0.28
C 3.85 -0.13 -3.85 -0.05
C 5.22 0.07 -3.97 -0.04
S 1.61 -1.00 -2.55 0.44
O 1.13 0.36 -2.08 -0.55
O 1.08 -1.31 -3.85 -0.31
O 1.40 -1.96 -1.49 -0.38
H 8.13 -0.56 -2.28 0.07
H 7.81 0.90 -3.22 0.08
H 7.96 -0.65 -4.04 0.08
H 6.25 -1.41 -1.11 0.11
H 3.80 -1.77 -0.89 0.11
H 3.17 0.21 -4.61 0.12
H 5.61 0.58 -4.84 0.12
C 2.04 0.78 2.55 -0.06
C 0.93 1.68 3.10 -0.38
C 0.59 2.84 2.15 -0.06
C -0.29 0.91 3.53 -0.12
C -0.67 0.95 4.86 -0.04
C -1.77 0.26 5.35 -0.05
C -2.53 -0.52 4.49 -0.03
C -2.23 -0.62 3.15 -0.13
C -3.08 -1.50 2.26 -0.37
C -2.29 -2.67 1.65 -0.05
C -3.82 -0.70 1.18 -0.06
C -1.10 0.11 2.64 -0.25
N -0.82 0.03 1.35 -0.04
H 2.94 1.38 2.36 0.08
H 1.76 0.31 1.61 0.03
H 2.30 0.00 3.26 0.09
H 1.32 2.13 4.01 0.12
H 0.24 2.47 1.19 0.03
H 1.49 3.44 1.97 0.08
H -0.17 3.48 2.58 0.08
H -0.07 1.55 5.55 0.11
H -2.03 0.32 6.40 0.11
H -3.38 -1.07 4.87 0.11
H -3.84 -1.94 2.91 0.13
H -1.52 -2.31 0.96 0.05
H -2.96 -3.32 1.09 0.08
H -1.81 -3.26 2.43 0.08
H -3.12 -0.27 0.47 0.03
H -4.40 0.10 1.62 0.09
H -4.50 -1.36 0.63 0.08
```

***

The following is a quantum chemistry calculation of a molecular structure, C25H27F10N6O2Pt, from the Open Molecules 2025 dataset.

The spin multiplicity is 1. For the highest occupied orbital energy, the calculation gives -10.47 eV. The HOMO-LUMO gap is 6.333 eV. Its net charge is +1. The LUMO energy is -4.13 eV.

Structure (XYZ):
```
71
Properties=species:S:1:pos:R:3:lowdin_charge:R:1
Pt -0.20 -0.25 0.42 1.57
C -1.05 -0.74 3.39 -0.04
N -0.02 -0.08 2.54 -0.28
C 0.02 1.37 2.88 -0.14
C 0.51 2.21 1.73 -0.22
N -0.22 1.84 0.53 -0.11
C -0.49 2.85 -0.39 -0.15
C -1.23 2.65 -1.56 -0.16
F -1.64 1.41 -1.88 0.02
C -1.62 3.63 -2.46 -0.14
F -2.36 3.29 -3.50 0.14
C -1.24 4.94 -2.26 -0.15
F -1.60 5.90 -3.09 0.15
C -0.44 5.20 -1.16 -0.14
F 0.00 6.43 -0.95 0.15
C -0.06 4.19 -0.29 -0.12
F 0.81 4.61 0.65 0.08
C 1.25 -0.80 2.78 -0.16
C 2.35 -0.29 1.90 -0.21
N 1.85 -0.03 0.56 -0.13
C 2.78 0.35 -0.39 -0.15
C 2.44 0.85 -1.65 -0.13
F 1.15 1.12 -1.95 0.05
C 3.34 1.18 -2.65 -0.14
F 2.88 1.62 -3.82 0.14
C 4.70 1.07 -2.43 -0.14
F 5.58 1.37 -3.38 0.14
C 5.10 0.65 -1.18 -0.14
F 6.39 0.57 -0.89 0.14
C 4.18 0.32 -0.19 -0.12
F 4.73 -0.03 0.99 0.08
H -0.70 -0.71 4.42 0.12
H -2.00 -0.23 3.35 0.10
H -1.18 -1.78 3.09 0.08
H -0.99 1.67 3.14 0.13
H 0.65 1.51 3.77 0.15
H 0.32 3.23 2.02 0.13
H 1.59 2.12 1.60 0.11
H 1.53 -0.73 3.84 0.14
H 1.05 -1.85 2.57 0.11
H 2.76 0.63 2.34 0.12
H 3.16 -1.03 1.92 0.13
N -0.49 -0.94 -1.61 -0.04
C -1.57 -1.88 -2.03 -0.17
C -2.92 -1.22 -2.32 -0.16
C -3.83 -1.09 -1.10 -0.16
C -3.47 0.04 -0.16 -0.18
N -2.31 -0.29 0.72 -0.04
H -0.46 -0.15 -2.23 0.08
H 0.42 -1.41 -1.72 0.08
H -1.69 -2.64 -1.26 0.10
H -1.21 -2.38 -2.93 0.14
H -3.42 -1.81 -3.08 0.13
H -2.75 -0.24 -2.76 0.11
H -3.85 -2.03 -0.54 0.12
H -4.85 -0.92 -1.44 0.13
H -4.31 0.25 0.50 0.13
H -3.26 0.95 -0.71 0.11
H -2.45 -1.24 1.09 0.05
H -2.36 0.36 1.50 0.07
O -2.08 -2.91 1.51 0.01
C -1.00 -3.23 1.04 -0.50
C -0.52 -4.66 0.93 -0.06
C 0.81 -4.55 0.21 -0.05
C 0.98 -3.07 -0.06 -0.47
O 1.82 -2.57 -0.77 0.08
N -0.07 -2.35 0.56 -0.02
H -1.27 -5.23 0.39 0.14
H -0.46 -5.08 1.93 0.14
H 0.83 -5.07 -0.75 0.13
H 1.67 -4.90 0.78 0.14
```

***

The records above yield ΔE to the lowest compared entry with this formula, charge and spin values of 218.5, 212.2, 4.4, 70.4, 0.0, 6.6, 82.4 kJ/mol, respectively.
The records above yield F_max values of 3.1, 2.4, 0.3, 5.2, 0.3, 0.3, 1.2 eV Å⁻¹, respectively.